[1]
161
Properties=species:S:1:pos:R:3:forces:R:3 method="wB97M-V/def2-TZVPD" multiplicity=2 gap_ha="0.146 / 0.322" mol_weight_g_mol=1078.772 homo_ev="-3.936 / -8.807" max_force_ha_per_bohr=0.069 s2=0.75 total_energy_ha=-5466.4483 lumo_ha="0.0012 / -0.0014"
Sr -1.3107 -1.2437 -4.0691 -0.262 -0.658 0.381
As -0.0981 0.1318 -0.3065 1.307 0.289 0.432
F -0.0243 -0.2219 -2.0813 -0.867 -0.237 1.415
F -1.1911 -1.2110 0.0869 0.662 0.858 -0.663
F -1.5052 1.2327 -0.4158 1.152 -1.111 -0.937
F 1.2888 -1.0288 -0.0767 -1.850 1.462 -0.372
F -0.0373 0.5774 1.3839 0.220 -0.252 -0.789
F 1.0024 1.4544 -0.7760 -0.816 -0.939 0.822
O 5.9003 1.2104 0.6532 -1.615 -0.726 0.861
O 2.3166 -4.8446 1.1000 0.810 -0.839 -1.619
O 1.9844 3.7554 4.6881 1.438 -0.533 0.271
O -1.8630 5.9806 -0.4097 -0.433 -0.401 -2.003
O -2.2940 -4.5481 2.7953 0.873 0.275 0.824
O -1.6677 1.1653 -4.4404 0.084 1.156 0.348
O 4.8900 -0.7732 -3.2019 0.125 1.515 0.072
O -4.7644 2.4330 4.7647 0.578 0.770 -1.294
O -3.9742 -1.1191 -4.7419 -0.047 0.856 0.146
N -3.0541 -0.8493 -2.0485 1.773 0.021 0.029
N 1.8686 4.4617 1.0034 -0.441 -0.840 0.032
N -4.0540 5.8443 -2.3991 0.686 -1.346 -0.459
N 2.7998 -0.2381 2.2000 -0.115 -0.580 -0.237
N 2.4622 -8.6125 1.1755 -0.383 0.250 0.434
N -3.3798 2.4613 1.1463 0.347 1.163 0.903
N 2.8364 -2.0521 -2.1831 0.347 1.009 -1.593
N -1.4397 -6.5966 4.6311 0.653 0.006 0.493
N 0.8458 -0.0229 -4.6762 0.098 0.206 1.259
C 5.2534 -2.0880 -2.7482 -0.166 0.934 -0.587
C 3.8300 0.7909 2.0268 0.365 -0.524 0.302
C -4.2719 -1.5186 -2.3716 -1.170 0.204 0.478
C 2.5049 4.3371 2.3130 1.162 0.670 -0.233
C -3.3470 0.5733 2.7430 1.048 0.236 0.966
C -3.8821 1.9281 2.4350 -3.186 1.098 -1.107
C -0.6767 1.7289 -5.2987 -2.258 -0.057 -2.107
C 1.5500 3.7823 3.3425 -0.927 -0.041 0.657
C -4.8503 -0.9096 -3.6567 -0.735 -1.029 1.786
C 1.6569 1.8316 -6.0003 0.790 0.742 0.371
C 4.1170 -2.6984 -1.8675 -1.475 -0.380 0.607
C 4.2591 1.3341 3.4147 0.049 0.833 -0.643
C -2.8990 -4.6940 4.1033 0.296 1.387 0.318
C 0.6864 1.3980 -4.9170 0.129 -0.392 -0.960
C -2.8371 1.9884 -4.3498 0.389 -0.524 0.930
C 3.8774 -4.1851 -2.0232 2.526 -1.382 -0.229
C -0.8184 -4.4364 5.7798 -0.912 -1.119 -0.705
C -4.6495 -0.7566 -5.9181 -1.687 -0.012 -1.622
C -4.1146 3.0399 3.5861 1.268 -2.182 0.439
C -2.9744 -3.7578 1.8348 -1.281 -1.235 -0.398
C 3.0961 5.6998 2.5600 0.390 0.544 1.253
C 6.8977 0.6704 -0.1579 0.291 1.568 -0.452
C 1.4347 -3.8340 1.5283 0.149 -0.635 0.720
C 1.2384 2.8546 5.4973 -0.189 0.238 -0.659
C -1.9398 -5.3689 5.1818 -0.824 2.092 -0.771
C 5.9395 -0.1023 -3.9296 -0.325 -0.735 1.089
C -5.1903 -1.4301 -1.1111 -0.098 0.322 -1.151
C 1.5727 -7.1602 -0.5400 -0.424 -0.507 -1.328
C 2.1396 -6.1667 1.6141 -0.095 0.474 1.000
C 5.0921 0.2214 1.2703 -0.370 -0.582 0.963
C -2.5859 5.6642 -2.6790 -0.427 2.006 0.899
C -6.1549 2.2212 4.6387 -0.026 0.389 -0.928
C -0.9984 5.8125 0.6455 0.309 0.384 1.768
C -1.7992 5.0207 -1.5053 -0.288 1.607 0.682
C 2.5030 -7.2550 0.6125 1.163 0.825 0.032
C -2.0930 7.1375 -3.0056 1.183 -1.018 0.633
H -3.1715 0.0825 -1.6769 -0.391 0.467 -0.242
H -2.5460 -5.5959 6.0588 -0.394 -0.115 -0.139
H -2.5323 2.9889 -4.0430 -0.194 0.039 -0.137
H 0.0706 5.9974 0.5399 0.083 -0.467 -1.041
H 2.6035 4.2988 0.3300 0.105 0.168 -0.331
H 3.2933 3.5864 2.2579 0.362 0.082 0.140
H 3.5098 -7.0291 0.2610 0.312 0.169 -0.075
H 4.2548 -2.4929 -0.8060 0.876 -0.169 0.077
H 0.4429 -4.0237 1.1181 -0.336 0.027 0.452
H -3.3890 1.5293 -3.5296 -0.331 0.298 -0.202
H 3.5798 5.7210 3.5365 -0.174 0.193 0.247
H 1.4354 2.8370 -6.3581 0.360 0.222 0.199
H 0.6093 4.3221 3.4514 -0.474 0.134 -1.022
H -3.4256 2.0028 -5.2672 0.089 -0.016 -0.097
H 3.8754 6.0439 1.8800 -0.056 -0.559 -0.457
H -3.3741 -2.7679 2.0546 0.361 0.162 1.063
H -0.2322 -5.2002 6.2907 0.586 0.559 0.201
H -0.8845 -6.3066 3.8388 0.044 -0.493 -0.468
H -1.1518 4.8627 1.1578 0.146 -0.373 -0.015
H -1.2288 -3.7155 6.4870 -0.133 -0.199 0.061
H 3.3696 1.5688 1.4177 0.546 0.580 -0.149
H 6.5942 -0.8048 -4.4452 -0.411 -0.240 -0.647
H -3.8683 -5.1913 4.0668 0.016 -0.748 -0.374
H 7.5208 -0.1179 0.2644 -0.008 0.051 0.456
H -3.8324 -4.3721 1.5620 -0.560 0.159 -0.300
H -2.4350 7.5219 -3.9665 -0.153 -0.262 -0.012
H 6.6402 0.3499 -3.2277 -0.185 0.524 0.137
H -4.3873 6.5376 -3.0536 -0.154 -0.003 -0.085
H -3.1518 0.1153 1.7733 0.315 -0.245 0.208
H 1.5960 2.9347 6.5238 -0.328 0.329 -0.102
H 1.7823 1.2236 -6.8963 -0.755 -0.471 0.188
H 2.3167 6.4591 2.4960 -0.121 -0.014 0.262
H -3.0721 1.7640 0.4836 -0.674 -0.548 0.373
H 0.5569 -7.2674 -0.1594 -0.154 -0.113 -0.348
H -6.5396 1.8668 5.5949 0.061 -0.080 -0.236
H 5.7082 -0.3368 1.9752 0.235 0.253 0.761
H -6.2186 -1.7208 -1.3260 0.008 -0.232 0.222
H 3.2812 -1.3891 -2.8017 -1.448 0.784 -0.922
H 2.7417 -6.2111 2.5216 0.314 -0.330 0.189
H -2.1552 4.0486 -1.1643 -0.573 -0.044 -0.066
H -4.1898 6.2499 -1.4841 0.284 -0.060 0.240
H -0.2486 -3.8557 5.0544 0.121 -0.385 -0.182
H -6.4112 1.5852 3.7914 0.193 -0.963 0.263
H 2.4574 -1.4201 -1.4925 0.300 -0.480 0.608
H 1.9131 0.2023 2.3998 -0.010 0.513 0.994
H -1.2407 6.5833 1.3771 -0.488 0.053 0.149
H -4.9090 1.6415 2.2082 -0.576 0.480 -0.337
H -5.1050 0.1325 -3.4637 0.251 0.369 -0.304
H 3.5871 2.0584 3.8750 -0.420 0.029 -0.378
H -0.7674 4.8402 -1.8068 0.296 0.318 -0.129
H 0.7823 1.9803 -4.0006 0.898 -0.394 0.321
H 3.0007 -9.2585 0.6162 -0.082 0.077 -0.337
H 1.1237 -6.3727 1.9509 -0.470 0.287 -0.114
H 4.8502 -4.6729 -1.9606 0.701 -0.168 0.954
H 3.2796 -4.6719 -1.2527 -0.306 0.522 -0.174
H -4.5623 3.9905 3.2962 -0.620 -0.408 -0.490
H -1.0048 7.1927 -2.9754 0.271 -0.111 -0.408
H -4.1860 -0.0294 -6.5847 0.832 -0.414 0.219
H -2.4835 2.8995 1.3031 0.236 0.550 0.263
H 1.6546 -6.2928 -1.1949 0.041 0.504 0.662
H 6.1870 -1.9326 -2.2074 0.198 -0.790 0.081
H -3.1262 3.3332 3.9398 0.139 -0.094 0.320
H 7.4203 1.6170 -0.2954 1.105 -0.562 -0.607
H 0.8780 -0.5830 -5.5160 0.455 0.136 -0.644
H 2.4852 -0.5775 1.3022 0.838 -0.420 -0.409
H 1.5332 -3.8720 2.6132 -0.948 0.406 0.327
H -6.7003 3.1025 4.3011 0.074 0.761 0.604
H -2.6693 -1.3128 -1.2378 0.476 -0.265 0.134
H -4.0666 -0.0511 3.2725 0.188 0.092 0.293
H -2.2514 -7.1088 4.3166 0.189 -0.327 -0.375
H -2.3578 7.8422 -2.2173 -0.481 -0.266 0.029
H -4.0137 -2.5560 -2.5842 -0.124 -0.193 -0.041
H -5.1987 -0.3871 -0.7945 -0.176 0.171 -0.034
H 3.7382 -4.6184 -3.0136 -1.302 0.892 -0.412
H 4.4084 0.6152 4.2203 0.282 -0.536 -0.565
H 2.6272 1.7592 -5.5091 0.306 0.583 -0.236
H -3.1906 -3.6938 4.4238 0.204 0.366 0.314
H -5.0347 -1.6167 -6.4657 1.060 -0.550 -0.316
H -2.4365 0.7435 3.3177 0.351 -0.887 0.022
H 1.2882 1.7995 5.2284 0.695 -0.210 -0.462
H -2.4411 -3.6207 0.8941 0.815 -0.343 0.395
H 1.3913 2.7600 2.9992 -0.527 -0.320 0.001
H -2.3916 5.0158 -3.5333 -0.451 0.060 -0.224
H -0.9906 1.3449 -6.2694 0.596 -0.212 -0.626
H 6.5363 0.3397 -1.1317 -0.360 -0.201 -0.025
H 1.7340 -2.8316 1.2221 0.439 -0.432 -0.282
H 5.4626 0.6327 -4.5781 0.261 -0.124 0.014
H -4.7710 -1.9762 -0.2661 -0.056 -0.311 -0.217
H -0.7468 2.8060 -5.4504 -0.346 0.263 0.672
H 2.8867 -8.6651 2.0904 0.008 0.262 0.226
H 4.8873 -0.6206 0.6092 -0.833 0.345 -0.854
H 1.8221 -7.9464 -1.2526 -0.372 -0.518 0.113
H 5.3724 -2.4791 -3.7586 0.437 -1.768 0.516
H 1.7249 -0.0787 -4.1821 0.175 -0.919 0.162
H 0.1816 3.0652 5.3329 -0.342 0.357 0.687
H 1.2683 3.6575 0.8899 -0.421 -0.281 -0.327
H -5.7964 -1.4141 -3.8528 -0.140 -0.109 -0.135
H -5.6425 -0.3243 -5.7952 0.028 0.633 1.132
H 5.1615 1.9106 3.2112 0.326 -0.061 0.398


[2]
110
Properties=species:S:1:pos:R:3:forces:R:3 method="wB97M-V/def2-TZVPD" gap_ha=0.208 mol_weight_g_mol=1198.251 homo_ev=-1.935 max_force_ha_per_bohr=0.014 total_charge=-2 total_energy_ha=-9435.8233 lumo_ha=0.1368
Sb 1.7615 -0.4642 1.7967 0.244 0.049 0.190
Se -1.4244 2.4304 -1.4578 0.147 -0.010 -0.046
Ti -0.3823 0.3271 -0.4068 -0.317 -0.292 -0.604
S -4.5890 -0.1360 1.9177 0.030 0.012 0.008
S 0.5099 4.9828 0.3565 -0.015 0.012 0.016
S 0.2095 2.1366 1.1437 -0.030 0.020 0.115
S -1.4923 -0.5577 -2.4870 0.063 0.040 0.258
S -0.1401 7.8917 0.1877 0.000 0.011 -0.020
S -2.0139 5.8464 1.3127 0.040 -0.015 0.003
S -2.9766 3.2165 2.2582 -0.022 -0.054 -0.011
S -0.2082 -2.1913 -0.0892 0.037 0.203 0.012
Si 2.1802 -2.8885 2.5650 -0.004 -0.009 -0.052
Si 1.7632 0.8698 4.0088 0.001 -0.030 -0.004
Si 4.1475 0.2268 1.1400 0.012 -0.051 0.020
F 4.5132 0.7993 -4.3678 -0.026 -0.007 0.012
N -2.2834 -0.0678 0.8554 0.006 -0.020 0.077
N -4.0484 0.0737 -0.7059 -0.063 -0.025 -0.025
N -3.3967 -5.5692 -5.4863 -0.008 0.000 -0.002
N -1.7672 -7.6799 -2.3734 0.006 -0.004 -0.004
N -2.0695 -0.2705 2.1962 -0.032 -0.007 0.065
C 4.7589 -0.8018 -0.3161 -0.035 0.054 0.040
C 2.6789 -0.0397 5.3942 -0.064 0.069 0.005
C 2.6196 2.5347 3.8315 -0.054 -0.037 0.033
C -1.6770 -5.0990 -2.4470 0.000 0.068 -0.013
C -0.5267 6.3214 0.5942 -0.003 -0.027 0.010
C -1.7220 4.1177 1.5187 -0.014 0.020 0.006
C -2.3732 2.2880 -3.1311 -0.023 -0.021 0.018
C 0.5528 -3.5002 3.2794 0.033 0.001 -0.010
C -3.2315 -0.4755 4.3628 0.000 0.017 0.002
C -4.4492 2.3679 -4.3537 0.006 -0.002 0.002
C -2.1675 -2.9845 -3.5029 -0.010 -0.012 -0.001
C 2.7380 -3.9383 1.1071 -0.044 0.007 0.040
C 0.0074 1.0602 4.6092 0.005 0.023 -0.001
C -0.1926 1.9674 -4.3890 -0.005 0.002 -0.003
C -1.0616 -4.4164 -1.4056 -0.003 -0.010 -0.014
C -1.6905 2.0663 -4.3363 0.008 -0.038 0.000
C -3.1513 -0.2957 2.8817 -0.018 0.017 -0.072
C -1.7313 -6.5305 -2.4182 -0.017 -0.036 0.010
C -4.5327 2.9932 -1.9487 -0.028 -0.006 -0.025
C 3.4977 -3.1749 3.8875 -0.048 -0.061 -0.028
C -2.8802 -5.0432 -4.6026 -0.005 -0.015 -0.038
C -3.5500 -0.0029 0.5433 -0.005 0.029 -0.015
C -0.5074 3.7345 1.0369 0.001 0.012 0.047
C 2.8999 -0.5622 -3.3022 0.010 -0.017 0.009
C -1.5537 -2.2959 -2.4568 -0.026 -0.006 0.001
C -3.0009 -1.9268 4.7784 0.032 -0.017 0.005
C -3.7596 2.5109 -3.1524 0.001 0.007 -0.012
C 2.0812 1.6138 -1.8050 0.006 -0.009 0.039
C 4.1880 2.0688 0.7660 0.013 -0.019 -0.022
C -2.2373 -4.3722 -3.5119 0.031 0.009 0.055
C 1.8784 -0.6819 -2.3658 -0.040 -0.010 0.009
C 5.3700 -0.0558 2.5561 -0.010 0.016 -0.069
C 3.5028 0.6672 -3.4589 0.002 0.008 -0.019
C -4.5757 1.8994 -6.8230 -0.004 0.000 -0.014
C 3.1179 1.7645 -2.7211 0.008 0.004 -0.024
C -2.4195 1.9428 -5.5148 -0.016 0.028 -0.011
C -3.8015 2.0609 -5.5412 0.011 -0.002 0.005
C -0.9945 -3.0238 -1.3928 0.005 0.018 -0.001
C 1.4222 0.3946 -1.5918 0.167 0.079 -0.024
H 1.7591 2.4935 -1.2591 0.000 -0.018 -0.008
H 2.3217 3.1575 4.6811 0.006 -0.002 0.012
H -2.4879 0.1778 4.8118 0.036 0.034 0.036
H -4.0571 2.7425 -1.0036 0.019 0.004 0.021
H -3.3681 0.1805 -1.4577 -0.039 -0.022 0.036
H -5.5260 2.5177 -4.3574 -0.004 -0.003 0.000
H -4.9299 0.5393 -0.8241 -0.010 0.051 -0.007
H 0.5957 -4.5734 3.4885 0.010 -0.007 0.003
H 0.2660 2.7672 -3.8065 0.002 0.012 -0.006
H 1.4038 -1.6508 -2.2582 0.012 -0.002 -0.002
H 3.3001 -2.6550 4.8221 -0.013 0.030 0.018
H 5.1152 0.5279 3.4410 -0.028 0.006 0.031
H -0.3891 0.0670 4.8340 -0.004 -0.005 -0.012
H 4.1407 -1.6807 -0.4975 -0.007 -0.021 0.018
H 2.1080 -3.7748 0.2334 0.004 0.004 -0.006
H -3.0462 -2.0332 5.8638 -0.001 0.002 0.005
H 0.1621 1.0280 -3.9593 -0.013 0.021 0.000
H -4.6089 4.0835 -1.9788 0.023 0.005 0.020
H 4.4958 -2.9037 3.5443 0.011 0.021 -0.012
H 3.6045 2.7200 -2.8738 0.002 0.005 -0.005
H 5.4418 -1.1043 2.8449 -0.008 -0.019 0.000
H -2.5993 -2.4229 -4.3214 -0.002 0.000 -0.001
H -0.0158 1.6553 5.5280 0.015 0.003 0.003
H 3.5034 -4.2512 4.0943 0.014 0.001 0.016
H 5.7852 -1.1316 -0.1311 0.012 0.005 -0.013
H 3.7723 -3.7077 0.8420 0.012 0.021 -0.001
H 6.3605 0.2671 2.2173 0.003 0.005 0.003
H -0.2663 -3.3085 2.5851 0.001 0.001 0.000
H 2.7618 0.6484 6.2427 0.005 -0.010 0.012
H 3.1959 2.4589 0.5381 -0.005 -0.001 0.010
H 0.1569 2.0311 -5.4210 0.002 -0.009 -0.005
H -5.0462 2.8387 -7.1245 -0.002 0.002 0.001
H -1.8855 1.7420 -6.4387 0.004 0.002 -0.005
H 4.5776 2.6189 1.6243 0.005 0.010 0.005
H 3.7064 2.4320 3.8580 0.008 -0.008 -0.024
H 2.1137 -0.9106 5.7320 0.001 -0.033 -0.013
H 4.7442 -0.2082 -1.2312 -0.020 0.000 -0.003
H -2.0218 -2.2647 4.4374 -0.005 0.004 -0.001
H 0.3374 -2.9810 4.2172 0.007 0.013 0.010
H 3.2271 -1.4051 -3.8982 0.001 -0.001 -0.003
H 3.6829 -0.3632 5.1226 0.034 0.001 -0.035
H -5.5553 2.6029 -1.9626 0.012 0.002 -0.010
H 2.6908 -4.9972 1.3811 0.002 -0.006 -0.001
H 4.8323 2.2652 -0.0946 0.006 -0.010 -0.005
H -4.2050 -0.1223 4.7086 -0.011 -0.037 -0.006
H -0.6331 1.5331 3.8619 -0.020 -0.019 0.008
H 2.3327 3.0532 2.9182 -0.019 0.000 -0.014
H -5.3693 1.1571 -6.7146 -0.001 -0.003 0.003
H -0.6300 -4.9746 -0.5846 0.003 -0.004 0.000
H -3.9238 1.5762 -7.6351 0.003 0.001 -0.002
H -3.7503 -2.5867 4.3372 -0.004 0.006 -0.002